This record from the OMol25 dataset describes a cluster of 7 separate species, C44H50BF3N3O3S in total. The level of theory is ωB97M-V/def2-TZVPD.

**HOMO energy**: -0.387 hartree
**Total charge**: +1
**Kohn-Sham gap**: 5.5 eV
**Maximum force**: 7.450 eV Å⁻¹

The geometry in XYZ format:
```
105
Properties=species:S:1:pos:R:3:forces:R:3
C -2.275 2.209 1.767 0.1861 -1.3574 -0.7172
C -1.700 2.802 0.325 -0.6054 0.4673 0.7733
C -0.070 2.972 0.282 -1.3926 2.3348 0.2162
N 0.687 1.777 -0.255 -0.6944 1.0861 0.5151
N 0.703 0.828 0.756 -1.6477 -5.3805 2.7226
C -0.274 -0.325 0.700 2.3590 0.6406 3.2240
N -0.121 -1.218 1.913 2.9827 6.1513 -2.8144
C 1.000 -0.573 2.699 -0.0266 2.3196 -2.4952
S 1.611 -1.276 4.366 4.9270 -4.9748 1.1980
O 3.141 -1.040 4.588 -6.4274 0.1592 -1.2089
O 1.210 -2.771 4.550 0.7621 6.2145 -1.2680
C 0.677 -0.278 5.696 -2.5126 1.7626 2.1154
F 1.212 -0.522 7.072 -2.1728 1.1321 -5.5894
F 0.737 1.181 5.309 -0.1508 -4.9436 1.6462
F -0.769 -0.706 5.611 5.0949 1.6613 0.5156
C 1.614 0.797 1.964 -4.9263 -5.5396 -0.7372
B 2.842 1.787 2.433 3.5702 0.0677 0.7396
C 2.776 3.422 2.602 0.0361 -0.4179 0.3481
O 4.164 1.133 2.714 -3.9448 1.9685 1.3936
H -2.764 1.151 1.513 0.9598 2.2137 0.8127
H -3.124 2.862 2.239 1.9302 -1.1773 -0.8589
H -1.368 1.996 2.505 -2.0877 0.6611 -1.3150
H -2.168 3.895 0.236 1.0895 -2.4787 -0.2211
H -2.102 2.098 -0.543 0.9295 1.7448 1.5988
H 0.269 3.250 1.388 -0.4054 -0.8944 -2.4995
H 0.153 3.945 -0.368 -0.1673 -2.4420 1.1612
H 0.241 1.372 -1.120 0.7075 0.5657 1.1925
H -1.052 -0.434 -0.177 1.8296 0.1068 2.1075
H -0.717 -2.058 2.084 0.8685 0.7897 0.1677
H 1.787 3.699 3.173 1.8923 -0.0719 -1.3029
H 2.848 3.882 1.520 -0.4046 -0.6702 2.1105
H 3.723 3.804 3.217 -2.1842 -0.8101 -1.3513
H 4.428 1.523 3.621 -0.0836 -0.7103 -2.1953
C 3.413 2.252 -4.850 -0.1337 -0.1382 0.1120
C 3.546 2.091 -3.471 -0.0901 -0.0452 -0.0545
C 2.720 1.198 -2.790 0.0003 -0.0021 -0.1816
C 1.767 0.457 -3.490 0.1567 0.2885 -0.0740
C 1.637 0.616 -4.869 0.0122 0.0596 0.0337
C 2.457 1.516 -5.549 0.0042 -0.0186 0.1747
H 4.055 2.951 -5.380 -0.0989 -0.1049 0.0829
H 4.293 2.663 -2.927 -0.1098 -0.0975 -0.0891
H 2.819 1.077 -1.714 0.0692 0.0134 -0.1650
H 1.126 -0.243 -2.960 0.0582 -0.0560 -0.0766
H 0.895 0.037 -5.415 0.1192 0.1004 0.0581
H 2.351 1.643 -6.623 0.0150 -0.0548 0.1540
C 3.790 -1.057 -8.074 0.0315 0.0780 -0.1790
C 3.411 -1.783 -9.203 0.1165 0.1204 0.0011
C 3.750 -1.323 -10.475 0.0915 0.1012 0.1288
C 4.478 -0.142 -10.618 -0.0742 -0.0849 0.1531
C 4.860 0.583 -9.489 -0.0925 -0.0986 0.0294
C 4.512 0.128 -8.217 -0.0591 -0.0923 -0.1751
H 3.522 -1.414 -7.083 0.0462 0.0446 -0.1073
H 2.850 -2.708 -9.091 0.0941 0.1367 -0.0383
H 3.449 -1.886 -11.354 0.0416 0.0725 0.1305
H 4.747 0.214 -11.609 -0.0368 -0.0538 0.1488
H 5.428 1.503 -9.600 -0.0868 -0.1470 0.0139
H 4.805 0.695 -7.338 -0.0110 -0.0906 -0.0992
C -0.045 -1.263 -9.379 -0.2016 0.0145 -0.0805
C 0.196 -0.454 -10.489 -0.1139 -0.0333 0.0059
C -0.799 -0.270 -11.448 -0.0635 -0.1179 0.1739
C -2.040 -0.889 -11.293 0.1397 -0.0192 0.1209
C -2.282 -1.695 -10.181 0.1153 0.0593 -0.0224
C -1.284 -1.886 -9.226 0.0444 0.1580 -0.1631
H 0.732 -1.409 -8.633 -0.1015 0.0419 -0.1350
H 1.161 0.034 -10.607 -0.1199 -0.0999 0.0309
H -0.609 0.355 -12.316 -0.0286 -0.0810 0.1281
H -2.818 -0.742 -12.038 0.1152 -0.0311 0.1104
H -3.250 -2.176 -10.059 0.1559 0.0666 -0.0310
H -1.471 -2.519 -8.363 0.0139 0.0688 -0.1085
C -3.557 -5.233 5.061 0.1407 0.0347 -0.0667
C -3.350 -6.213 4.091 0.1049 0.0982 0.0155
C -2.108 -6.326 3.467 -0.0309 0.1224 0.0844
C -1.069 -5.465 3.821 -0.2064 0.0378 -0.0115
C -1.275 -4.488 4.794 -0.1004 0.0589 0.0425
C -2.520 -4.368 5.411 -0.0727 -0.1778 -0.1821
H -4.526 -5.142 5.544 0.1399 -0.0469 -0.0562
H -4.158 -6.888 3.820 0.1327 0.1040 0.0479
H -1.949 -7.086 2.706 -0.0214 0.0821 0.1285
H -0.099 -5.557 3.338 -0.0847 -0.0169 0.0967
H -0.464 -3.818 5.071 -0.3458 -0.3211 -0.0112
H -2.681 -3.603 6.165 0.0271 -0.1124 -0.0580
C -8.972 -5.538 6.895 0.0735 0.1194 0.1039
C -7.738 -5.078 6.436 -0.0511 0.0807 0.1452
C -7.039 -4.113 7.161 -0.2126 -0.0868 0.0983
C -7.569 -3.615 8.351 -0.0708 -0.1205 -0.1163
C -8.801 -4.078 8.812 0.0625 -0.0420 -0.1374
C -9.505 -5.036 8.083 0.1895 0.0508 -0.0851
H -9.518 -6.287 6.329 0.0843 0.1127 0.0875
H -7.322 -5.471 5.512 -0.0744 0.0513 0.1148
H -6.081 -3.750 6.799 -0.1099 -0.0287 0.0583
H -7.022 -2.867 8.918 -0.0851 -0.1086 -0.0747
H -9.214 -3.691 9.741 0.0668 -0.0616 -0.1566
H -10.467 -5.392 8.440 0.1426 0.0449 -0.0475
C 3.023 6.276 6.800 0.0369 0.0274 -0.1497
C 4.168 7.071 6.762 -0.0671 -0.0390 -0.1349
C 4.608 7.605 5.551 -0.1616 -0.1081 -0.0118
C 3.896 7.351 4.378 -0.0268 -0.0740 0.1377
C 2.749 6.559 4.417 0.1119 0.0141 0.1535
C 2.314 6.018 5.626 0.2006 0.1019 -0.0070
H 2.682 5.857 7.743 0.0495 0.0757 -0.1377
H 4.719 7.274 7.677 -0.0928 -0.0371 -0.1541
H 5.504 8.218 5.521 -0.1455 -0.0805 0.0063
H 4.236 7.771 3.435 -0.0515 -0.0463 0.1402
H 2.193 6.364 3.503 0.0701 0.0648 0.1160
H 1.423 5.397 5.655 0.0680 0.0902 0.0257
```
Positions in Å, forces in eV/Å.

Atomic partial charges in e from the Mulliken method, atoms 1 to 8:
1 C -0.554
2 C -0.446
3 C -0.266
4 N -0.621
5 N 0.864
6 C -0.346
7 N 0.000
8 C -0.339


This record from the OMol25 dataset describes a structure of composition C44H50MgN3O2P2SSe. The level of theory is ωB97M-V/def2-TZVPD.

**HOMO energy**: -0.351 hartree
**Energy relative to the best compared isomer or geometry (same formula, charge and spin)**: 0.990 eV
**Total charge**: +1
**Kohn-Sham gap**: 7.3 eV
**Maximum force**: 2.452 eV Å⁻¹

The geometry in XYZ format:
```
104
Properties=species:S:1:pos:R:3:forces:R:3
Mg -0.527 -0.647 0.794 0.0276 -0.9755 0.5784
C -2.902 -1.800 3.636 0.0162 -0.0048 0.0024
C -1.695 -2.340 2.926 -0.0495 -0.0843 0.1872
C -1.820 -2.925 1.667 0.1004 0.0493 0.0376
C -0.726 -3.534 1.051 -0.1014 -0.1528 0.0293
C -0.916 -4.277 -0.238 0.0177 0.0489 -0.0404
C 0.497 -3.546 1.709 0.0362 0.1379 0.0225
C 0.644 -2.972 2.966 -0.0196 -0.0184 0.1701
C 1.960 -3.014 3.678 0.0358 0.0900 0.0098
C -0.458 -2.369 3.560 -0.0006 -0.1094 -0.0737
H -3.500 -1.173 2.978 -0.0861 0.0671 -0.0009
H -2.612 -1.221 4.509 -0.0459 0.1028 0.0058
H -3.533 -2.622 3.972 -0.0549 -0.0491 0.0268
H -2.796 -2.982 1.200 -0.0008 0.0745 -0.0672
H -1.163 -3.597 -1.053 -0.0580 0.0438 -0.0968
H -1.736 -4.990 -0.142 0.0056 -0.0317 -0.0640
H -0.014 -4.817 -0.510 0.0549 -0.0603 -0.0604
H 1.345 -4.043 1.258 0.0703 -0.0186 -0.1045
H 2.549 -2.141 3.394 0.0632 0.0554 -0.0042
H 2.526 -3.902 3.407 0.0462 -0.0613 -0.0072
H 1.820 -2.997 4.756 0.0041 -0.0186 0.0641
H -0.358 -1.940 4.549 0.0034 0.0764 0.0062
O -2.229 -0.517 -0.104 0.2102 -0.0132 1.0753
P -2.606 -0.313 -1.526 -1.0302 0.2217 -2.0031
C -1.376 -1.011 -2.700 0.1661 0.2965 0.7128
P 0.303 -0.556 -2.126 0.2526 0.6128 -2.3605
O 0.507 -1.102 -0.764 0.1266 -0.4534 1.0108
C 1.445 -1.265 -3.337 -0.3466 0.2886 0.4176
C 2.357 -0.468 -4.015 -0.0822 0.1012 0.0960
C 3.221 -1.041 -4.931 0.0780 0.0244 -0.0750
C 3.177 -2.404 -5.167 -0.0251 0.0303 0.0131
C 2.276 -3.204 -4.480 -0.0421 -0.0881 0.0200
C 1.411 -2.636 -3.563 -0.0561 -0.0657 0.0504
C 0.390 1.248 -2.243 0.2403 -0.4778 0.0440
C -0.068 1.926 -3.371 0.0445 0.0034 -0.0546
C 0.011 3.304 -3.425 0.0102 -0.1245 -0.1261
C 0.545 4.010 -2.358 0.1337 -0.0715 0.0907
C 1.029 3.337 -1.248 0.0223 0.1163 -0.0653
C 0.963 1.955 -1.194 0.1251 -0.2939 0.0456
C -4.117 -1.219 -1.933 0.3954 0.2708 0.1689
C -4.931 -1.664 -0.900 0.0907 0.0614 0.1280
C -6.058 -2.415 -1.185 -0.0679 -0.0218 0.0034
C -6.379 -2.712 -2.500 0.0057 0.0040 -0.0009
C -5.570 -2.265 -3.532 0.0075 0.0236 -0.1216
C -4.439 -1.524 -3.250 0.0767 0.0326 -0.0158
C -2.784 1.447 -1.907 -0.1786 -0.4355 0.0982
C -2.466 2.402 -0.949 0.0538 -0.1882 0.1634
C -2.603 3.746 -1.251 -0.0622 0.1034 -0.0472
C -3.054 4.136 -2.502 -0.0940 -0.0763 0.0315
C -3.383 3.181 -3.452 -0.0999 -0.0206 -0.1212
C -3.253 1.839 -3.155 -0.0386 -0.0999 0.0684
H -1.558 -0.669 -3.716 -0.0189 0.0860 -0.0748
H -1.460 -2.102 -2.670 0.0012 0.1027 -0.0284
H 2.389 0.593 -3.816 0.0561 0.1073 -0.0490
H 3.927 -0.420 -5.459 0.0813 0.0447 -0.0490
H 3.849 -2.846 -5.885 0.0787 -0.0603 -0.0783
H 2.248 -4.268 -4.661 0.0030 -0.0791 0.0016
H 0.718 -3.254 -3.006 -0.0342 -0.1285 -0.0010
H -0.476 1.383 -4.212 -0.0656 -0.0403 -0.0916
H -0.344 3.827 -4.300 -0.0342 0.0384 -0.0489
H 0.596 5.087 -2.407 0.0142 0.1243 0.0338
H 1.465 3.889 -0.429 0.0346 0.0382 0.1048
H 1.373 1.404 -0.356 0.0027 0.0605 0.1009
H -4.667 -1.429 0.122 -0.0202 -0.0071 0.0991
H -6.685 -2.772 -0.383 -0.0648 -0.0173 0.0970
H -7.255 -3.299 -2.726 -0.1054 -0.0659 0.0100
H -5.810 -2.496 -4.558 -0.0646 -0.0461 -0.0720
H -3.801 -1.196 -4.058 0.0193 -0.0109 -0.1349
H -2.109 2.101 0.028 0.0067 -0.0015 0.0473
H -2.366 4.489 -0.507 0.0587 0.0614 0.1004
H -3.162 5.183 -2.739 -0.0030 0.1244 0.0045
H -3.747 3.478 -4.423 -0.0415 0.0678 -0.0885
H -3.520 1.089 -3.885 -0.0804 -0.0015 -0.1765
Se 0.419 0.910 2.339 0.2512 0.8539 0.6578
C -1.026 1.864 3.153 0.1997 -0.0582 -0.1083
C -2.359 1.587 2.885 0.0192 0.0517 0.0434
C -3.326 2.307 3.567 -0.1566 -0.1794 -0.1920
N -3.053 3.257 4.443 -0.4520 0.3181 0.2774
C -1.782 3.537 4.679 0.3343 0.0521 0.0202
C -0.733 2.873 4.070 0.0025 -0.1639 -0.1829
H -2.623 0.823 2.161 -0.1512 0.0556 0.0726
H -4.381 2.122 3.411 -0.1160 -0.1320 -0.1331
H -1.604 4.334 5.391 0.1060 0.0139 0.0411
H 0.300 3.119 4.281 -0.0572 0.0489 0.1039
C 4.293 3.539 3.313 0.0594 -0.0364 -0.2622
C 4.403 3.189 1.830 0.0954 0.0472 0.2697
N 3.657 2.005 1.465 -0.0710 0.0944 0.0874
C 4.054 0.721 1.591 -0.1486 0.1062 -0.3345
S 3.011 -0.503 1.139 -0.3249 -0.6032 -0.3379
N 5.297 0.434 1.989 0.0665 0.5482 0.1916
C 5.739 -0.926 2.212 0.1340 -0.3660 0.0166
C 7.162 -0.919 2.737 -0.2207 0.0555 -0.0664
H 4.837 4.457 3.517 0.0477 0.1282 0.0958
H 4.704 2.748 3.935 0.0250 -0.0986 0.1057
H 3.250 3.680 3.585 -0.0800 0.0213 0.0629
H 5.449 3.051 1.541 -0.0744 0.1144 -0.0792
H 4.001 4.011 1.232 0.1752 -0.0647 -0.0049
H 2.649 2.110 1.421 0.0991 -0.1581 -0.0318
H 5.884 1.166 2.353 0.0020 0.0645 0.0004
H 5.670 -1.476 1.267 -0.0268 0.0332 0.1786
H 5.060 -1.402 2.929 0.1169 -0.0582 -0.1785
H 7.806 -0.352 2.069 0.1678 0.0120 -0.0475
H 7.539 -1.934 2.806 0.0668 -0.0765 0.0302
H 7.196 -0.472 3.728 0.1065 0.0569 0.1295
```
Positions in Å, forces in eV/Å.

Atomic partial charges in e from the Mulliken method, atoms 1 to 8:
1 Mg 2.912
2 C -1.688
3 C 1.581
4 C -0.904
5 C 1.170
6 C -1.555
7 C -0.493
8 C 0.665